The following is a DFT calculation (ωB97M-V/def2-TZVPD) of an isolated molecule of C17H24N2O5S in a non-equilibrium geometry.

Last column: natural (NBO) charge in e.
Geometry (Å):
S  0.821  3.293  0.001  -0.51
O  -1.109  -3.547  -0.220  -0.49
O  -4.096  2.149  0.154  -0.45
O  -5.048  -0.456  0.325  -0.50
O  0.583  -2.291  -0.411  -0.66
O  3.245  -3.001  0.533  -0.69
N  0.478  0.549  -0.359  -0.63
N  2.505  1.270  -0.586  -0.40
C  -2.825  -1.221  -0.081  -0.33
C  4.250  1.812  0.844  -0.41
C  4.807  0.438  0.939  -0.35
C  3.180  -0.175  -0.884  -0.20
C  -1.909  1.438  -0.243  -0.41
C  -0.878  0.103  -0.351  0.28
C  4.131  -2.046  0.326  0.00
C  -0.268  -4.529  -0.084  -0.25
C  -0.580  -2.289  -0.239  0.81
C  -3.616  -0.247  0.111  0.32
C  -3.765  3.576  0.168  -0.20
C  -3.217  1.328  0.055  0.37
C  -1.414  -1.019  -0.293  -0.19
C  3.828  -0.455  0.312  -0.27
C  1.269  1.529  -0.516  0.45
C  3.494  2.348  -0.207  -0.22
C  -5.653  -1.544  0.324  -0.09
H  2.424  -2.626  -0.094  0.49
H  3.928  0.048  -1.653  0.22
H  0.942  -0.439  -0.663  0.41
H  0.127  -4.665  -1.210  0.15
H  3.158  3.353  -0.191  0.29
H  -6.484  -1.606  0.581  0.14
H  5.278  0.233  1.751  0.22
H  -3.329  3.747  -0.654  0.17
H  5.658  0.175  0.087  0.16
H  0.680  -4.379  0.500  0.21
H  -4.647  4.004  0.227  0.19
H  -1.419  2.363  0.065  0.26
H  3.649  1.889  1.735  0.21
H  -0.808  -5.379  0.076  0.20
H  5.103  2.680  0.925  0.21
H  -5.301  -2.293  -0.477  0.14
H  4.965  -2.246  0.820  0.17
H  4.668  -2.106  -0.771  0.07
H  2.914  -0.690  1.117  0.19
H  -2.860  3.604  1.033  0.20
H  -3.089  -2.173  -0.040  0.24
H  -4.980  -2.219  1.237  0.05
H  2.394  -0.754  -1.309  0.22
H  4.273  2.338  -1.009  0.17

E_HOMO: -0.2743 hartree
electronic energy: -1545.5432 a.u.
SMILES string: COC(=O)c1cc(OC)c(OC)cc1NC(=S)N1CCC[C@H](CO)C1
E_LUMO: 0.328 eV
maximum force: 18.2 eV Å⁻¹
energy relative to the best compared isomer or geometry (same formula, charge and spin): 16.4185 eV